Record 1
DFT (wB97M-V/def2-TZVPD) results for an isolated ion of composition C5H11N3 and charge +2 at a distorted geometry.

Values from the calculation:
Total charge: +2
Energy (Eh): -360.57982
Multiplicity: 1
Gap between HOMO and LUMO (eV): 8.51
Molecular weight (g/mol): 113.16
Energy above the lowest of the compared OMol25 structures with the same formula, charge and spin (eV): 6.066

CARTESIAN COORDINATES (ANGSTROEM)
N 0.29398 1.21989 -0.65318
N 1.41617 -1.88678 -0.84141
N 1.08518 -1.32429 1.48316
C 0.84550 -1.19798 0.07319
C 0.41034 -0.29051 1.97481
C -0.02149 0.10817 -0.06170
C -1.50566 -0.07958 -0.01642
C -0.72486 2.26579 -0.93394
H -1.61387 -0.89647 0.67909
H -0.25541 3.09902 -1.23787
H -2.02993 0.80097 0.25221
H 0.49280 -0.13851 3.18072
H 1.29656 -1.75808 -1.84275
H -1.69615 -0.53461 -1.00924
H 1.23674 1.36909 -0.71820
H -1.27497 2.50593 -0.04330
H -1.35353 1.77397 -1.62777
H 1.34985 -2.27924 1.96238
H 2.04876 -2.75678 -0.61977

***

Record 2
DFT (wB97M-V/def2-TZVPD) results for a 3-piece molecular cluster, C4H13NO2 overall at a distorted geometry.

Values from the calculation:
Total charge: 0
SMILES string: C/C=C/NC.O.O
Energy (Eh): -365.40071
Multiplicity: 1
Gap between HOMO and LUMO (eV): 8.97
Molecular weight (g/mol): 107.15
Energy above the lowest of the compared OMol25 structures with the same formula, charge and spin (eV): 1.137

CARTESIAN COORDINATES (ANGSTROEM)
O -2.24549 0.61492 2.07114
O -0.14981 -1.52508 2.03613
N -0.21770 -1.02396 -0.95567
C 0.64840 2.56906 -0.12329
C -0.05526 1.39311 -0.78769
C 0.59740 -2.16982 -1.30765
C 0.42356 0.16446 -0.59826
H 1.39186 0.03352 -0.13191
H 1.30361 -2.45275 -0.53446
H 0.88676 2.38316 0.92047
H -0.06732 -3.01643 -1.51086
H 0.08985 3.51019 -0.15477
H 0.66277 -2.00690 1.85319
H -1.95720 1.53639 2.10604
H -1.46213 0.14946 1.73926
H -0.66152 -1.66101 1.21589
H 1.16124 -2.04630 -2.24778
H -0.94474 1.66540 -1.35090
H -0.99071 -0.93127 -1.59615
H 1.58643 2.81383 -0.64275

***

What is the gap between HOMO and LUMO in the first record? 8.51 eV